## one
The molecule C6H10N2. Source: the OMol25 dataset; level of theory: the ωB97M-V functional and the def2-TZVPD basis.

Cartesian coordinates (Å):
N: 0.12 -2.15 1.54
N: -1.60 -1.04 -0.87
C: 0.05 0.80 -0.41
C: 0.66 1.35 0.81
C: 0.24 -0.99 0.87
C: 0.08 1.47 -1.74
C: 1.34 -0.01 1.17
C: -0.52 -0.49 -0.17
H: -0.05 1.67 1.58
H: -1.66 -2.04 -0.85
H: 2.19 -0.16 0.50
H: 1.09 1.84 -1.94
H: 0.73 -2.28 2.34
H: -0.24 0.81 -2.54
H: 1.39 2.15 0.62
H: -2.50 -0.62 -0.68
H: -0.75 -2.66 1.52
H: -0.57 2.35 -1.74

Summary:
- HOMO level (spin up / spin down) (eV) = -5.61 / -6.20
- frontier orbital gap (spin up / spin down) (eV) = 5.888 / 6.683
- molar mass (Da) = 110.16
- E_LUMO (spin up / spin down) (eV) = 0.27 / 0.48
- structure (SMILES) = CC1=C(N)C(N)=CC1
- spin multiplicity = 1

## two
A structure of composition C6H10N2. Source: the OMol25 dataset; level of theory: the ωB97M-V functional and the def2-TZVPD basis.

Cartesian coordinates (Å):
N: 0.42 1.30 1.91
N: -0.64 -0.71 -2.06
C: 0.50 0.32 -0.25
C: 1.40 0.79 0.83
C: -0.66 0.40 1.63
C: -0.65 -0.02 0.21
C: -1.18 -1.15 -0.71
C: 0.71 -0.73 -1.62
H: 1.28 -0.46 -2.49
H: 0.19 2.27 1.68
H: -2.38 -1.22 -0.59
H: -1.67 0.65 1.53
H: 1.91 -0.32 1.24
H: -0.60 -0.38 2.31
H: 1.08 -1.88 -0.98
H: -0.81 0.36 -2.32
H: -0.70 -2.39 -0.37
H: 2.50 1.51 0.54

Summary:
- HOMO level (eV) = -8.59
- frontier orbital gap (eV) = 9.588
- molar mass (Da) = 110.16
- E_LUMO (eV) = 0.99
- spin multiplicity = 1

Which is the most stable structure? one is the most stable.

## one
The molecule C6H10N2. Source: the OMol25 dataset; level of theory: the ωB97M-V functional and the def2-TZVPD basis.

Cartesian coordinates (Å):
N: -1.33 -0.58 1.13
N: 2.03 -0.82 -0.02
C: 0.49 0.57 0.33
C: -1.12 0.88 0.43
C: 1.91 0.67 -0.09
C: -1.80 0.27 -0.83
C: -1.07 -1.08 -0.28
C: 0.63 -0.62 -0.47
H: 1.93 -1.30 0.99
H: -2.85 0.37 -0.79
H: 0.65 -0.64 -1.54
H: 0.90 0.13 1.21
H: -1.10 2.02 1.08
H: -1.40 -2.16 -0.33
H: 1.84 0.97 -1.14
H: -1.70 0.80 -1.83
H: 2.49 1.39 0.41
H: -0.50 -0.84 1.72

Summary:
- HOMO level (eV) = -8.57
- frontier orbital gap (eV) = 9.556
- molar mass (Da) = 110.16
- E_LUMO (eV) = 0.99
- spin multiplicity = 1

## two
The molecule C6H10N2. Source: the OMol25 dataset; level of theory: the ωB97M-V functional and the def2-TZVPD basis.

Cartesian coordinates (Å):
N: -0.62 -1.08 -0.71
N: 0.65 1.58 0.03
C: -0.90 1.30 0.06
C: -1.45 -0.04 -0.35
C: 1.07 0.13 0.45
C: 2.28 -0.67 0.10
C: -1.49 -1.24 0.46
C: 0.95 -0.76 -0.72
H: 0.79 1.92 -0.86
H: -2.31 0.39 -1.08
H: 3.18 -0.40 -0.46
H: 0.91 0.04 -1.66
H: 0.65 -0.14 1.46
H: -1.33 1.23 1.06
H: 2.44 -1.58 0.76
H: -2.25 -1.84 0.54
H: -1.30 2.07 -0.64
H: -1.26 -0.92 1.57

Summary:
- HOMO level (eV) = -7.67
- frontier orbital gap (eV) = 8.805
- molar mass (Da) = 110.16
- E_LUMO (eV) = 1.14
- structure (SMILES) = C1N[C@@H]2C[C@H]2N2C[C@@H]12
- spin multiplicity = 1

Which is the most stable structure? two is the most stable.

## one
The molecule C6H10N2. Source: the OMol25 dataset; level of theory: the ωB97M-V functional and the def2-TZVPD basis.

Cartesian coordinates (Å):
N: -1.26 1.52 -2.05
N: -1.33 -0.14 -0.39
C: -1.87 0.68 -1.17
C: 0.80 -0.78 -1.31
C: 0.71 -1.54 1.83
C: 0.87 0.93 1.61
C: 0.04 -0.37 -0.30
C: 0.57 -0.25 1.09
H: 0.41 -0.91 -2.30
H: 0.75 1.85 1.05
H: -2.96 0.73 -1.17
H: -0.27 -2.02 1.91
H: 1.83 -1.05 -1.15
H: 1.25 1.03 2.61
H: -1.76 2.31 -2.42
H: -0.26 1.60 -1.99
H: 1.10 -1.37 2.83
H: 1.37 -2.21 1.29

Summary:
- HOMO level (eV) = -8.35
- frontier orbital gap (eV) = 9.312
- molar mass (Da) = 110.16
- E_LUMO (eV) = 0.96
- structure (SMILES) = C=C(C)C(=C)/N=C\N
- spin multiplicity = 1

## two
The molecule C6H10N2. Source: the OMol25 dataset; level of theory: the ωB97M-V functional and the def2-TZVPD basis.

Cartesian coordinates (Å):
N: -1.16 -0.71 -0.65
N: -2.02 -1.40 -1.24
C: 1.21 -0.86 0.36
C: 1.14 0.60 0.34
C: -1.23 0.54 -0.02
C: 0.00 1.26 -0.51
C: -1.91 0.84 1.09
C: 2.17 -1.52 -0.27
H: 2.10 -2.63 -0.22
H: 0.40 -1.37 0.80
H: -2.95 -0.89 -1.63
H: -1.55 1.68 1.60
H: 2.95 -1.07 -0.91
H: 0.03 2.26 -0.07
H: 0.24 1.13 -1.58
H: 2.12 0.92 0.01
H: 1.08 1.12 1.38
H: -2.61 0.12 1.49

Summary:
- HOMO level (eV) = -8.55
- frontier orbital gap (eV) = 8.949
- molar mass (Da) = 110.16
- E_LUMO (eV) = 0.40
- structure (SMILES) = [H]/N=N\C(=C)CCC=C
- spin multiplicity = 1

## three
The molecule C6H10N2. Source: the OMol25 dataset; level of theory: the ωB97M-V functional and the def2-TZVPD basis.

Cartesian coordinates (Å):
N: 1.31 -1.02 -0.75
N: 1.69 0.99 0.31
C: 0.68 0.20 -0.62
C: -0.21 0.28 0.81
C: 1.05 -1.68 -1.90
C: -1.02 -0.97 1.32
C: 1.03 0.93 1.40
C: -1.19 1.35 0.47
H: -0.68 -1.53 2.14
H: -0.72 2.10 -0.18
H: -1.34 -1.61 0.52
H: -2.01 -0.55 1.65
H: 2.40 1.64 -0.03
H: -1.92 0.97 -0.16
H: -1.47 1.94 1.32
H: 1.48 -2.60 -1.99
H: 0.15 0.73 -1.53
H: 0.78 -1.17 -2.77

Summary:
- HOMO level (eV) = -7.63
- frontier orbital gap (eV) = 8.099
- molar mass (Da) = 110.16
- E_LUMO (eV) = 0.47
- spin multiplicity = 1

Which is the most stable structure? one is the most stable.

## one
The ion C5H10NOS with charge -1. Source: the OMol25 dataset; level of theory: the ωB97M-V functional and the def2-TZVPD basis.

Cartesian coordinates (Å):
S: 3.76 0.07 0.26
O: -1.31 -0.21 2.02
N: -0.83 -0.24 -0.25
C: -2.25 -0.34 -0.61
C: -0.48 -0.05 1.07
C: -0.15 0.55 -1.32
C: 1.01 0.42 1.21
C: 1.99 -0.53 0.64
H: 1.87 -1.52 1.15
H: -0.26 1.64 -1.35
H: 1.76 -0.90 -0.43
H: -2.75 0.68 -0.76
H: 0.91 0.24 -1.38
H: 1.13 0.35 2.33
H: -0.52 0.18 -2.22
H: -2.83 -0.85 0.19
H: 1.26 1.44 0.96
H: -2.30 -0.92 -1.51

Summary:
- HOMO level (eV) = -2.51
- frontier orbital gap (eV) = 5.830
- molar mass (Da) = 132.21
- total charge = -1
- E_LUMO (eV) = 3.32
- structure (SMILES) = CN(C)C(=O)CC[S-]
- spin multiplicity = 1

## two
A cluster of 2 separate species, C5H10NOS in total. Source: the OMol25 dataset; level of theory: the ωB97M-V functional and the def2-TZVPD basis.

Cartesian coordinates (Å):
S: -2.52 1.27 2.20
O: 1.84 -1.31 0.21
N: -0.18 -0.69 -2.18
C: 0.95 -0.01 -1.68
C: -1.29 0.59 1.12
C: 1.89 -0.28 -0.47
C: -0.64 -1.69 -1.32
C: 2.92 0.68 -0.46
H: 3.67 0.54 0.29
H: -0.33 1.14 1.22
H: 0.16 -2.26 -0.77
H: 1.52 0.28 -2.58
H: -1.60 0.72 0.08
H: -0.98 -0.45 1.26
H: 2.74 1.56 -1.06
H: 0.61 0.99 -1.34
H: -1.23 -2.42 -1.90
H: -1.27 -1.31 -0.49

Summary:
- HOMO level (eV) = -2.73
- frontier orbital gap (eV) = 3.041
- molar mass (Da) = 132.21
- total charge = -1
- E_LUMO (eV) = 0.31
- spin multiplicity = 1

## three
The ion C5H10NOS with charge -1. Source: the OMol25 dataset; level of theory: the ωB97M-V functional and the def2-TZVPD basis.

Cartesian coordinates (Å):
S: -2.71 -1.07 0.42
O: 0.03 1.96 -0.30
N: 0.96 -0.10 -0.50
C: -2.14 0.41 1.32
C: -0.60 0.43 1.39
C: 1.81 0.49 -1.51
C: 0.11 0.82 0.11
C: 0.54 -1.47 -0.69
H: 1.26 0.61 -2.46
H: 1.17 -1.89 -1.47
H: -0.34 -0.55 1.79
H: -2.45 0.38 2.37
H: 2.65 -0.15 -1.80
H: -0.14 1.15 2.09
H: 0.83 -2.11 0.18
H: 2.18 1.43 -1.12
H: -2.63 1.27 0.86
H: -0.54 -1.62 -0.67

Summary:
- HOMO level (eV) = -2.58
- frontier orbital gap (eV) = 6.211
- molar mass (Da) = 132.21
- total charge = -1
- E_LUMO (eV) = 3.63
- structure (SMILES) = CN(C)C(=O)CC[S-]
- spin multiplicity = 1

Which is the most stable structure? three is the most stable.

## one
A structure of composition C22H30EuO2Si. Source: the OMol25 dataset; level of theory: the ωB97M-V functional and the def2-TZVPD basis.

Cartesian coordinates (Å):
Eu: -1.73 -0.75 1.81
Si: 0.86 0.97 -2.08
O: -1.65 -2.19 3.61
O: 0.67 -1.45 2.49
C: -1.19 -1.80 -0.11
C: -2.43 2.08 1.69
C: 1.91 -0.76 2.21
C: -1.22 2.15 0.94
C: -1.65 2.96 -4.03
C: -3.16 1.98 -2.42
C: -0.70 1.98 -3.73
C: -0.66 1.75 3.13
C: 4.33 -0.99 -4.20
C: -2.18 1.06 -2.03
C: -0.63 -3.23 3.48
C: -0.13 1.92 1.82
C: -2.88 2.97 -3.36
C: 3.33 -1.90 -3.83
C: -1.70 -1.45 4.86
C: 2.24 -1.50 -3.03
C: 4.25 0.33 -3.79
C: 2.09 -0.13 -2.78
C: -2.08 1.86 3.05
C: 0.76 -2.65 3.27
C: 3.17 0.73 -3.02
C: -0.89 1.21 -2.56
H: -1.29 -2.10 5.64
H: 4.99 1.06 -4.06
H: -1.13 -0.51 4.78
H: 3.20 1.73 -2.63
H: -4.15 1.95 -1.96
H: 1.37 -3.37 2.72
H: 1.95 -0.48 1.15
H: 0.91 1.95 1.53
H: -2.46 0.27 -1.33
H: -0.93 -3.80 2.59
H: 5.16 -1.28 -4.85
H: 2.79 -1.40 2.46
H: -0.68 -3.85 4.38
H: -1.17 2.39 -0.11
H: -3.60 3.76 -3.57
H: 0.60 0.17 -0.85
H: -0.08 1.65 4.05
H: -3.43 2.22 1.27
H: -0.93 -1.59 -1.15
H: 3.44 -2.93 -4.18
H: 1.57 -2.26 -2.66
H: -1.40 3.74 -4.74
H: 1.96 0.16 2.81
H: -2.79 1.83 3.88
H: 1.33 2.24 -1.66
H: 0.21 1.86 -4.34
H: 1.25 -2.42 4.22
H: -0.49 -2.60 0.27
H: -2.16 -2.34 -0.08
H: -2.76 -1.21 5.03

Summary:
- HOMO level (spin up / spin down) (eV) = -6.13 / -6.73
- frontier orbital gap (spin up / spin down) (eV) = 6.254 / 6.795
- molar mass (Da) = 506.53
- E_LUMO (spin up / spin down) (eV) = 0.12 / 0.07
- expectation value of S² = 15.761
- spin multiplicity = 8

## two
A structure of composition C22H30EuO2Si. Source: the OMol25 dataset; level of theory: the ωB97M-V functional and the def2-TZVPD basis.

Cartesian coordinates (Å):
Eu: -1.55 -0.39 1.75
Si: 0.34 -0.20 -1.47
O: 0.75 -1.42 2.32
O: -1.59 -2.02 3.43
C: -2.36 2.38 1.63
C: -0.57 1.97 3.04
C: -0.05 2.26 1.75
C: -0.66 -3.12 3.28
C: 1.71 -0.47 -2.77
C: -1.15 2.53 0.89
C: -2.31 0.82 -1.99
C: -1.40 2.73 -3.79
C: 3.41 -1.78 -3.93
C: 2.52 0.67 -2.97
C: -0.98 0.78 -2.42
C: -2.00 2.06 2.98
C: 2.12 -1.67 -3.38
C: -0.58 1.65 -3.44
C: -2.67 2.87 -3.23
C: 0.78 -2.62 3.13
C: 2.04 -0.85 2.03
C: 4.27 -0.67 -3.92
C: -1.68 -1.40 4.75
C: 3.81 0.58 -3.47
C: -3.14 1.90 -2.35
C: -0.84 -1.68 -0.58
H: -2.70 -0.02 -1.39
H: -0.72 -2.39 -1.41
H: 1.47 0.63 -0.86
H: 1.37 -3.40 2.63
H: -2.76 -1.22 4.94
H: 2.08 -0.57 0.97
H: -0.75 -3.76 4.16
H: 0.03 1.77 3.94
H: 0.11 0.60 -0.16
H: -2.69 1.91 3.81
H: -0.30 -2.16 0.27
H: 1.01 2.30 1.48
H: -1.25 -2.07 5.52
H: -3.37 2.52 1.24
H: -0.97 -3.64 2.37
H: 2.85 -1.57 2.25
H: 2.18 0.05 2.65
H: -1.04 3.47 -4.50
H: -3.28 3.74 -3.47
H: -4.15 1.97 -1.94
H: 1.46 -2.52 -3.38
H: 1.24 -2.39 4.11
H: 3.75 -2.73 -4.33
H: 5.31 -0.77 -4.25
H: 0.36 1.48 -3.97
H: 2.17 1.64 -2.63
H: 4.46 1.47 -3.47
H: -1.06 2.82 -0.16
H: -1.13 -0.44 4.72
H: -1.92 -1.60 -0.41

Summary:
- HOMO level (spin up / spin down) (eV) = -5.10 / -5.14
- frontier orbital gap (spin up / spin down) (eV) = 4.654 / 4.687
- molar mass (Da) = 506.53
- E_LUMO (spin up / spin down) (eV) = -0.44 / -0.45
- expectation value of S² = 15.761
- spin multiplicity = 8

Which is the most stable structure? one is the most stable.

## one
A cluster of 2 separate species, ClH7Si3 in total. Source: the OMol25 dataset; level of theory: the ωB97M-V functional and the def2-TZVPD basis.

Cartesian coordinates (Å):
Cl: 1.45 0.83 2.18
Si: -0.03 -0.81 -0.02
Si: -1.77 0.36 1.07
Si: 1.38 -0.15 -1.69
H: -2.88 0.44 0.25
H: 2.35 -1.20 -2.16
H: 0.19 -2.27 0.41
H: 1.93 0.99 -0.92
H: -1.22 1.81 1.40
H: -2.06 -0.24 2.40
H: 0.67 0.22 -2.90

Summary:
- HOMO level (spin up / spin down) (eV) = -9.23 / -9.23
- frontier orbital gap (spin up / spin down) (eV) = 7.299 / 7.300
- molar mass (Da) = 126.77
- E_LUMO (spin up / spin down) (eV) = -1.93 / -1.93
- spin multiplicity = 1

## two
A cluster of 2 separate species, ClH7Si3 in total. Source: the OMol25 dataset; level of theory: the ωB97M-V functional and the def2-TZVPD basis.

Cartesian coordinates (Å):
Cl: -1.66 0.18 0.92
Si: 0.37 -0.30 0.96
Si: -0.59 2.83 -1.23
Si: 0.69 -2.45 0.53
H: -1.83 3.02 -0.50
H: -0.62 -3.14 0.62
H: 0.98 -2.72 -0.98
H: 0.93 -0.47 2.45
H: 0.37 3.93 -1.36
H: 1.80 -3.22 1.25
H: -0.42 2.35 -2.68

Summary:
- HOMO level (spin up / spin down) (eV) = -7.94 / -8.57
- frontier orbital gap (spin up / spin down) (eV) = 6.090 / 7.514
- molar mass (Da) = 126.77
- E_LUMO (spin up / spin down) (eV) = -1.85 / -1.05
- spin multiplicity = 1

Which is the most stable structure? one is the most stable.

## one
A cluster of 2 separate species, C6H11BrN in total. Source: the OMol25 dataset; level of theory: the ωB97M-V functional and the def2-TZVPD basis.

Cartesian coordinates (Å):
Br: -3.01 -0.48 0.46
N: -0.24 -0.42 -0.26
C: -1.06 1.46 0.98
C: 2.51 1.23 0.44
C: 1.72 1.48 -0.45
C: -1.34 0.30 0.39
C: -0.62 -1.02 -1.55
C: 0.18 -1.43 0.70
H: 1.55 1.94 -1.42
H: -1.85 1.99 1.67
H: 1.24 -1.81 0.50
H: -1.61 -1.43 -1.56
H: 0.40 -0.79 1.61
H: -0.61 -2.19 0.76
H: -0.78 -0.27 -2.29
H: 0.15 -1.70 -1.88
H: 2.96 0.80 1.35
H: 0.57 0.30 -0.53
H: -0.15 2.04 1.09

Summary:
- HOMO level (eV) = -13.80
- frontier orbital gap (eV) = 10.213
- molar mass (Da) = 177.07
- total charge = +1
- E_LUMO (eV) = -3.59
- spin multiplicity = 1

## two
The ion C6H11BrN with charge +1. Source: the OMol25 dataset; level of theory: the ωB97M-V functional and the def2-TZVPD basis.

Cartesian coordinates (Å):
Br: -0.36 -0.24 2.85
N: 0.27 -0.41 -0.02
C: -2.13 -0.31 0.42
C: -1.70 0.34 -0.99
C: 2.18 0.94 0.40
C: 1.63 -0.44 0.31
C: -0.81 -0.44 1.03
C: -0.42 -0.44 -1.27
H: 1.84 -1.07 1.20
H: -1.47 1.37 -0.65
H: 2.25 -1.04 -0.35
H: -2.82 0.35 0.91
H: -2.67 -1.28 0.36
H: 3.22 0.78 0.76
H: 2.08 1.48 -0.62
H: -0.64 -1.55 -1.59
H: 1.69 1.58 1.22
H: 0.12 0.07 -2.11
H: -2.27 0.31 -1.86

Summary:
- HOMO level (eV) = -14.58
- frontier orbital gap (eV) = 9.114
- molar mass (Da) = 177.07
- total charge = +1
- E_LUMO (eV) = -5.47
- structure (SMILES) = CC[N+]1=C(Br)CCC1
- spin multiplicity = 1

## three
A structure of composition C6H11BrN. Source: the OMol25 dataset; level of theory: the ωB97M-V functional and the def2-TZVPD basis.

Cartesian coordinates (Å):
Br: 2.50 -0.20 -0.02
N: -0.32 -0.67 0.18
C: -0.71 -1.38 -0.99
C: 0.17 1.95 1.03
C: 0.07 2.50 -0.17
C: -0.03 -1.66 1.35
C: 0.63 0.39 0.01
C: 0.37 1.42 -1.11
H: 0.90 -2.26 1.14
H: -0.85 -2.30 1.35
H: -1.32 -0.92 -1.71
H: 0.11 -1.17 2.32
H: -0.32 1.05 -1.80
H: -1.38 -2.21 -0.82
H: -1.15 -0.18 0.61
H: 0.18 2.34 2.08
H: -0.28 3.50 -0.35
H: 1.23 1.52 -1.77
H: 0.21 -1.75 -1.34

Summary:
- HOMO level (eV) = -13.85
- frontier orbital gap (eV) = 10.601
- molar mass (Da) = 177.07
- total charge = +1
- E_LUMO (eV) = -3.25
- spin multiplicity = 1

Which is the most stable structure? two is the most stable.

## one
A cluster of 2 separate species, H2NO2S in total. Source: the OMol25 dataset; level of theory: the ωB97M-V functional and the def2-TZVPD basis.

Cartesian coordinates (Å):
S: 0.38 -0.05 -0.07
O: 1.40 -0.24 -1.08
O: 0.35 -1.01 1.03
N: 0.24 1.45 0.35
H: -0.31 1.51 1.20
H: -2.06 -1.67 -1.43

Summary:
- HOMO level (spin up / spin down) (eV) = -4.79 / -2.68
- frontier orbital gap (spin up / spin down) (eV) = 8.838 / 5.578
- molar mass (Da) = 80.09
- total charge = -1
- E_LUMO (spin up / spin down) (eV) = 4.05 / 2.90
- spin multiplicity = 1

## two
A cluster of 2 separate species, H2NO2S in total. Source: the OMol25 dataset; level of theory: the ωB97M-V functional and the def2-TZVPD basis.

Cartesian coordinates (Å):
S: 0.91 0.15 -0.72
O: -1.43 -1.49 -0.11
O: 2.18 -0.34 -0.16
N: 0.44 1.39 0.13
H: -1.52 -1.05 0.65
H: -0.58 1.34 0.22

Summary:
- HOMO level (spin up / spin down) (eV) = -3.27 / -3.27
- frontier orbital gap (spin up / spin down) (eV) = 6.905 / 6.903
- molar mass (Da) = 80.09
- total charge = -1
- E_LUMO (spin up / spin down) (eV) = 3.63 / 3.63
- spin multiplicity = 1

Which is the most stable structure? two is the most stable.